Density functional theory data (ωB97M-V/def2-TZVPD) for 4 unconnected molecules or ions with the total composition C4H17NO4 at a distorted geometry.

Geometry as XYZ:
```
26
Properties=species:S:1:pos:R:3:forces:R:3:mulliken_spin:R:1
C -0.637 -0.416 -0.548 0.106 -3.616 1.304 0.44
C 0.752 0.085 -0.193 0.064 0.436 -1.285 1.04
C 1.838 -0.968 0.313 -1.096 2.851 0.126 -0.01
C 1.641 -2.280 -0.351 1.455 -1.355 0.720 0.05
O 1.801 -1.085 1.725 -0.078 -1.583 0.208 -0.19
N 0.540 1.091 0.820 0.796 1.071 1.222 -0.15
H -0.696 -1.405 -0.026 -0.057 1.013 -0.189 -0.13
H -0.959 -0.879 -1.472 0.685 1.048 -1.154 -0.05
H -1.475 0.083 -0.106 -0.050 0.694 0.027 0.00
H 1.245 0.456 -1.109 -0.195 0.278 0.076 0.27
H 2.757 -0.413 0.088 0.311 -0.657 -0.397 -0.01
H 1.693 -2.271 -1.437 -0.669 0.417 -0.056 -0.01
H 0.762 -2.753 0.084 -0.216 -0.019 -0.553 0.01
H 2.466 -2.962 -0.090 -0.043 0.165 0.181 -0.06
H 2.052 -0.259 2.137 -0.243 0.293 -0.162 0.06
H 1.363 1.648 1.051 0.310 -0.448 -0.196 -0.13
H -0.108 1.848 0.623 -0.390 -0.539 -0.743 -0.01
H -1.951 -1.081 2.289 0.109 0.138 0.039 -0.02
H -0.880 -1.962 1.650 0.084 0.210 0.233 -0.01
O -1.818 -1.748 1.611 -0.634 -0.679 0.782 -0.10
H -1.372 3.746 0.732 -0.318 -0.299 -0.387 -0.11
H -1.002 3.805 -0.815 -0.302 -0.375 0.173 -0.10
O -0.861 4.206 0.059 0.584 0.699 0.206 0.35
H -1.725 1.104 -1.956 0.083 0.050 0.295 0.04
H -2.739 1.352 -3.000 -0.311 0.115 0.007 -0.48
O -2.686 1.060 -2.078 0.017 0.091 -0.479 0.32
```
Forces are in eV/Å.

* frontier orbital gap (spin up / spin down): 0.0963 / 0.3357 hartree
* highest occupied orbital energy (spin up / spin down): 0.72 / -5.93 eV
* LUMO level (spin up / spin down): 3.34 / 3.21 eV
* spin multiplicity: 2
* total charge: -1
* electronic energy: -14101.59591 eV

=====

Density functional theory data (ωB97M-V/def2-TZVPD) for 6 unconnected molecules or ions with the total composition C4H17O7 at a distorted geometry.

Geometry as XYZ:
```
28
Properties=species:S:1:pos:R:3:forces:R:3:mulliken_charge:R:1
O -2.083 0.536 0.154 0.448 0.237 0.413 -0.86
C -1.209 -0.278 -0.313 -1.539 0.856 -0.535 0.18
C 0.129 -0.330 -0.041 0.836 -0.230 -0.565 -1.08
C 1.126 -1.217 -0.731 -0.237 -1.011 -0.400 -0.51
C 1.356 -2.573 -0.006 2.079 -0.600 0.180 -0.49
O 0.344 -2.954 0.871 -0.884 0.648 -0.005 -0.54
H -1.751 -0.876 -1.093 1.363 -0.546 0.139 0.55
H -0.112 -2.095 1.044 0.015 -0.455 0.170 0.42
H 0.648 0.434 0.534 -0.626 -0.151 0.426 0.29
H 0.897 -1.466 -1.780 -0.332 0.243 0.175 0.32
H 2.096 -0.731 -0.759 0.171 0.253 -0.064 0.38
H 1.522 -3.406 -0.724 -0.181 0.474 0.203 0.28
H 2.325 -2.509 0.579 -0.729 0.033 -0.457 0.24
H -0.921 2.354 2.196 0.133 0.362 0.231 0.31
H -1.944 1.492 1.522 -0.295 0.184 0.379 0.47
O -1.840 2.103 2.309 0.105 -0.432 -0.389 -0.72
H -1.773 -2.873 -0.327 0.582 0.266 0.158 0.32
H -3.045 -2.323 0.356 0.266 0.246 -0.050 0.36
O -2.665 -3.090 -0.079 -0.972 -0.675 0.003 -0.66
H -0.244 1.948 0.085 -0.324 0.020 -0.968 0.14
H 0.355 3.031 -0.986 -0.408 -0.990 0.035 0.31
O 0.227 2.774 -0.065 0.742 1.349 1.055 -0.68
H -0.799 1.894 -2.602 0.128 -0.356 0.164 0.34
H 0.422 0.969 -2.351 -0.246 -0.269 0.402 0.34
O 0.158 1.825 -2.695 0.012 0.613 -0.703 -0.74
H 1.875 2.837 1.009 -0.480 -0.671 0.272 0.39
H 2.365 1.875 2.203 -0.666 -0.512 -0.082 0.29
O 2.542 2.650 1.688 1.040 1.114 -0.187 -0.66
```
Forces are in eV/Å.

* frontier orbital gap: 0.2829 hartree
* highest occupied orbital energy: -4.50 eV
* LUMO level: 3.20 eV
* total charge: -1
* electronic energy: -18757.16740 eV

=====

Density functional theory data (ωB97M-V/def2-TZVPD) for a molecular structure, C4H18HgO6 at a distorted geometry.

Geometry as XYZ:
```
29
Properties=species:S:1:pos:R:3:forces:R:3:mulliken_charge:R:1
Hg -0.533 -0.042 0.423 2.504 0.617 -2.095 1.83
C 2.933 1.937 1.347 0.073 0.328 0.068 -0.88
C 1.500 2.490 1.389 -0.900 -1.095 0.512 -0.34
O 0.588 1.947 0.491 -0.262 -0.526 -0.729 -0.84
H 2.972 0.886 1.646 -0.164 -0.110 -0.243 0.14
H 3.577 2.457 2.064 -0.127 0.156 0.066 0.35
H 3.414 2.047 0.375 -0.216 -0.112 -0.122 0.25
H 1.469 3.583 1.300 0.341 0.082 -0.089 0.29
H 1.101 2.250 2.392 0.360 0.378 0.429 0.15
C -0.136 -1.808 -3.333 -0.398 -0.237 -0.071 -0.91
C 0.650 -2.247 -2.096 -0.636 0.433 0.523 -0.41
O 0.555 -1.391 -1.007 -0.033 0.397 0.503 -0.85
H 0.245 -0.864 -3.723 -0.018 0.003 -0.040 0.23
H -1.208 -1.704 -3.130 0.047 0.246 0.368 0.13
H -0.132 -2.572 -4.118 0.447 0.043 -0.093 0.38
H 1.706 -2.325 -2.382 0.121 -0.121 -0.084 0.22
H 0.312 -3.255 -1.811 0.007 -0.270 -0.152 0.25
O -2.114 0.934 1.829 -1.032 0.348 0.879 -0.50
H -1.929 1.199 2.738 0.214 -0.003 -0.144 0.27
H -2.895 1.440 1.573 0.195 0.031 -0.175 0.26
O 0.332 -0.879 2.401 0.430 -0.470 1.345 -0.53
H 0.021 -1.572 2.997 -0.032 0.014 -0.154 0.25
H 1.270 -0.767 2.609 -0.075 0.104 -0.255 0.26
O -2.366 -1.563 0.368 -0.896 -0.674 0.069 -0.50
H -2.323 -2.527 0.364 0.261 0.109 -0.159 0.26
H -3.293 -1.351 0.204 0.090 0.083 0.074 0.26
O -1.861 1.099 -1.272 -0.770 0.471 -0.519 -0.57
H -2.341 0.677 -1.995 0.226 -0.107 0.024 0.28
H -1.514 1.922 -1.641 0.242 -0.117 0.264 0.29
```
Forces are in eV/Å.

* frontier orbital gap: 0.2504 hartree
* highest occupied orbital energy: -7.19 eV
* LUMO level: -0.38 eV
* total charge: 0
* electronic energy: -20896.00062 eV

=====

Density functional theory data (ωB97M-V/def2-TZVPD) for a molecular structure, C4H18HgO6 at a distorted geometry.

Geometry as XYZ:
```
29
Properties=species:S:1:pos:R:3:forces:R:3:mulliken_charge:R:1
Hg -0.351 -0.444 0.005 -0.020 0.291 -0.317 0.63
C -3.100 1.651 -3.364 1.007 1.141 1.599 -0.75
C -3.522 0.303 -2.916 0.449 -2.068 -0.881 -0.32
O -3.242 -0.154 -1.656 0.495 0.821 0.334 -0.54
H -2.017 1.734 -3.281 0.216 0.168 -0.015 0.17
H -3.542 2.196 -2.530 0.197 1.293 -0.425 0.20
H -3.393 1.990 -4.358 -0.397 -0.255 0.211 0.32
H -3.180 -0.413 -3.663 -0.183 -0.600 -0.311 0.27
H -4.603 0.403 -3.020 -0.828 -0.657 0.213 0.27
C 3.870 -0.157 3.762 0.405 -0.106 0.535 -0.93
C 3.750 -0.621 2.312 -1.773 0.806 -0.210 -0.18
O 2.862 0.072 1.488 0.286 -0.642 0.416 -0.53
H 4.050 -1.047 4.365 0.726 -0.048 0.091 0.31
H 3.012 0.240 4.303 -0.340 0.448 -0.824 0.30
H 4.711 0.534 3.822 -0.098 0.083 0.445 0.24
H 3.494 -1.673 2.439 -0.408 -0.607 -0.660 0.19
H 4.739 -0.638 1.855 0.357 0.004 -0.241 0.26
O -0.789 2.889 0.012 0.122 -0.262 -0.080 -0.57
H -1.588 3.330 -0.277 -0.291 -0.011 -0.139 0.30
H -0.384 3.503 0.624 0.207 0.090 0.198 0.29
O -1.414 -0.344 3.008 0.070 0.002 -0.311 -0.54
H -1.977 -1.117 3.057 -0.194 -0.218 -0.028 0.29
H -1.357 -0.031 3.910 0.124 0.174 0.208 0.28
O 0.932 -0.264 -2.798 -0.143 -0.132 0.251 -0.55
H 0.356 0.260 -3.354 -0.281 0.151 -0.102 0.29
H 1.780 -0.240 -3.241 0.317 -0.025 0.012 0.29
O 0.198 -3.628 -0.282 -0.082 0.301 -0.022 -0.56
H 1.065 -3.929 -0.011 0.304 0.018 0.072 0.30
H -0.358 -4.404 -0.213 -0.246 -0.162 -0.022 0.29
```
Forces are in eV/Å.

* frontier orbital gap: 0.1187 hartree
* highest occupied orbital energy: -7.10 eV
* LUMO level: -3.87 eV
* total charge: 0
* electronic energy: -20891.25197 eV